No. 1
Entry from the Open Molecules 2025 dataset: C33H57BeFN2O2Si as an isolated structure (ωB97M-V with the def2-TZVPD basis set).

The largest force on an atom comes out at 3.767 eV Å⁻¹. Its HOMO energy is -0.2483 Eh. The value obtained for the HOMO-LUMO gap is 6.77 eV. The calculated total energy comes out at -1955.77923 Ha. Its energy above the lowest of the compared OMol25 structures with the same formula, charge and spin is 3.5032 eV.

```
97
Properties=species:S:1:pos:R:3:forces:R:3:mulliken_charge:R:1
O 1.3039 -2.2831 -1.4183 0.790 -0.988 0.431 0.547
O 0.7855 -1.0114 -3.3294 0.174 1.468 -1.182 -0.133
C 2.5422 -2.5650 -0.5992 -0.180 -0.044 -0.028 0.342
C 2.9252 -4.0279 -0.4870 -0.043 -0.167 -0.147 -1.543
H 2.2840 -2.1652 0.3881 0.067 0.133 -0.282 -0.143
H 3.3406 -1.9704 -1.0670 -0.541 -0.161 0.159 0.402
H 2.2233 -4.6168 0.1214 0.135 0.262 -0.239 0.314
H 3.8875 -4.0453 0.0451 -0.229 -0.008 -0.143 0.465
H 3.0710 -4.5151 -1.4624 -0.026 0.187 0.251 0.366
C 0.0896 -3.0553 -1.1430 -0.244 0.129 0.003 0.742
C -0.1718 -4.0087 -2.2822 -0.127 -0.497 -0.132 -1.431
H -0.7044 -2.3102 -1.0414 0.182 -0.123 0.160 -0.207
H 0.2542 -3.5598 -0.1930 -0.104 0.109 0.003 -0.050
H -0.3553 -3.5102 -3.2438 0.056 0.035 0.340 0.318
H -1.0642 -4.5986 -2.0432 0.122 0.098 -0.049 0.406
H 0.6582 -4.7129 -2.4170 -0.125 0.114 0.071 0.352
C -0.3865 -0.3963 -3.9188 -0.077 0.060 -0.367 -0.662
C 1.9372 -0.8646 -4.2103 -0.237 0.030 0.168 -0.435
C -1.6067 -0.5662 -3.0590 -0.253 0.055 0.323 -0.730
H -0.5561 -0.8584 -4.9044 0.066 0.024 0.148 0.385
H -0.1997 0.6816 -4.0904 0.142 -0.565 0.233 0.364
H -1.8580 -1.6164 -2.8731 0.039 0.106 -0.148 0.239
H -2.4505 -0.1026 -3.5870 0.139 -0.137 0.152 0.512
H -1.5069 -0.0574 -2.0937 0.112 -0.028 -0.175 -0.107
C 2.0245 -2.1948 -4.9042 0.128 -0.155 -0.449 -1.032
H 2.8202 -0.6273 -3.5952 -0.368 -0.076 -0.137 0.139
H 1.7866 -0.0363 -4.9264 -0.006 -0.302 0.453 0.478
H 2.0184 -2.9962 -4.1572 0.176 -0.039 -0.196 0.186
H 2.9155 -2.2862 -5.5247 -0.019 -0.068 -0.032 0.450
H 1.1308 -2.3141 -5.5284 0.246 -0.151 0.024 0.301
H 1.3056 -2.1158 -2.4317 -0.090 0.762 1.027 0.026
N -0.6070 -0.0754 2.7987 -0.293 0.222 0.198 1.459
C -1.4680 0.2509 3.7634 0.238 -0.438 -0.467 1.246
C -2.3323 1.3361 3.6773 0.044 -0.013 0.276 -1.541
C -2.4818 2.1262 2.5434 0.250 0.300 -1.401 1.480
C -1.6027 -0.5846 4.9994 -0.182 -0.201 0.425 -1.822
H -0.6278 -0.7743 5.4676 -0.217 -0.107 -0.186 0.224
H -2.1012 -1.5409 4.7820 0.268 0.165 0.131 0.206
H -2.2245 -0.0309 5.7108 0.143 -0.270 -0.037 0.473
C -3.6630 3.0491 2.4977 -0.523 0.243 0.275 -1.754
H -4.3811 2.7739 1.7106 0.309 0.100 0.124 0.212
H -3.3722 4.0985 2.3459 -0.010 -0.322 -0.079 0.239
H -4.1821 2.9721 3.4569 -0.059 0.169 -0.174 0.483
N -1.6506 2.0485 1.5147 -0.544 -0.059 1.071 1.333
C 0.0045 -1.3492 2.8096 -0.134 -0.183 0.708 -0.872
C 1.3127 -1.4842 3.3256 -0.432 -0.179 -0.159 1.489
C 2.0036 -0.3139 3.9490 0.477 0.259 -0.039 -1.413
C 1.9080 -2.7453 3.3376 -0.121 -0.068 -0.199 -1.050
H 2.9248 -2.8391 3.7277 -0.303 -0.069 -0.095 0.384
C 1.2078 -3.8620 2.8837 -0.020 -0.198 -0.130 -0.819
H 1.6790 -4.8431 2.8900 -0.049 0.133 0.068 0.498
C -0.1103 -3.7378 2.4405 0.323 0.028 0.031 -0.791
H -0.6847 -4.6113 2.1197 0.231 0.139 0.140 0.448
C -0.7291 -2.4911 2.4114 0.420 0.452 0.100 1.016
C -2.1668 -2.3876 1.9995 -0.287 -0.059 -0.356 -1.271
C -1.8970 2.7534 0.3227 -0.545 0.432 -0.454 -0.871
C -1.2922 4.0131 0.1231 -0.116 -0.561 -0.318 1.247
C -0.5622 4.6679 1.2499 0.388 0.174 0.245 -1.417
C -1.3752 4.6066 -1.1388 -0.230 -0.220 0.027 -0.851
H -0.8527 5.5509 -1.3015 -0.187 -0.205 -0.048 0.402
C -2.1044 4.0001 -2.1627 -0.020 -0.036 0.008 -1.056
H -2.1422 4.4565 -3.1515 -0.004 -0.073 0.215 0.361
C -2.7935 2.8094 -1.9211 0.166 0.276 0.100 -0.923
H -3.3885 2.3379 -2.7019 0.055 0.177 0.041 0.456
C -2.7260 2.1877 -0.6756 0.624 0.307 0.310 0.649
C -3.4845 0.9200 -0.4086 0.006 -0.366 -0.122 -0.882
Be -0.0746 1.3086 1.8173 -0.261 0.793 0.905 -0.316
H 1.9643 0.5876 3.3234 -0.088 -0.186 0.183 0.098
H 3.0485 -0.5830 4.1371 -0.074 0.117 0.017 0.470
H 1.5608 -0.0450 4.9205 -0.024 -0.071 -0.302 0.197
H -2.3540 -1.5102 1.3668 0.068 -0.113 0.264 -0.195
H -2.8534 -2.3374 2.8591 0.233 0.096 -0.219 0.304
H -2.4379 -3.2860 1.4312 -0.068 0.124 0.073 0.473
H -0.1024 5.5998 0.9049 -0.086 -0.064 0.110 0.442
H 0.2186 4.0194 1.6675 -0.236 0.078 -0.100 0.049
H -1.2337 4.8981 2.0883 0.059 -0.006 -0.192 0.256
H -4.2979 1.0492 0.3172 0.207 0.021 -0.085 0.348
H -2.8264 0.1328 -0.0206 -0.044 0.184 0.070 -0.317
H -3.9271 0.5446 -1.3361 -0.045 0.067 0.072 0.479
H -3.0352 1.4942 4.4822 0.136 0.013 0.078 0.235
C 0.6912 1.0427 0.3678 1.022 -1.538 -3.283 4.470
Si 1.8697 1.9200 -0.7942 -0.619 0.134 0.939 0.690
H -0.1466 0.8102 -0.3292 0.099 -0.404 0.025 -2.585
H 1.2626 0.0875 0.4475 -0.315 -0.164 0.154 -1.453
C 3.4489 0.9961 -1.2927 0.340 -0.119 0.199 -0.850
C 2.4505 3.4625 0.0936 0.347 -0.006 -0.329 -1.155
C 1.2124 2.3777 -2.5088 -0.276 0.148 -0.300 -0.584
H 1.4150 3.4481 -2.6692 -0.037 -0.273 -0.159 0.546
H 0.1344 2.2345 -2.6293 0.007 0.133 0.168 -0.424
H 1.7059 1.7960 -3.3067 -0.037 0.274 0.266 0.301
H 4.1902 1.0651 -0.4871 0.009 -0.097 -0.135 0.425
H 3.8569 1.4989 -2.1824 0.038 -0.086 0.232 0.370
H 3.3262 -0.0640 -1.5427 -0.103 0.203 0.018 -0.469
H 2.3338 3.3053 1.1716 0.069 0.038 -0.187 0.256
H 1.8247 4.3090 -0.2140 0.301 0.032 0.112 0.234
H 3.5078 3.6267 -0.1598 -0.218 0.400 0.126 0.522
F 0.7859 2.2298 2.6571 0.028 0.257 0.811 -0.650
```
Forces are in eV/Å.

No. 2
Entry from the Open Molecules 2025 dataset: a 3-piece molecular cluster, C33H57ClN2O6S overall (ωB97M-V with the def2-TZVPD basis set).

Its expectation value of S² is 2.010. The largest force on an atom comes out at 8.516 eV Å⁻¹. The multiplicity is 3. Its HOMO energy (spin up / spin down) is -0.3357 / -0.3482 Eh. The value obtained for the HOMO-LUMO gap (spin up / spin down) is 7.42 / 7.76 eV. The calculated total energy comes out at -2710.36016 Ha.

```
100
Properties=species:S:1:pos:R:3:forces:R:3:mulliken_spin:R:1
C 0.4576 6.1064 -1.7963 0.799 0.138 0.343 0.000
O -0.9312 6.5865 -1.7200 0.470 -2.417 0.429 0.000
C -1.8323 5.5832 -1.1195 -1.503 -0.320 0.656 0.000
C -3.0554 5.1731 -2.1454 0.663 0.532 -0.278 0.000
C -2.4137 4.6516 -3.5721 -0.567 -1.012 0.698 0.000
C -2.5391 2.9840 -3.6211 -0.735 0.296 -0.922 0.000
C -1.1563 2.2500 -4.1261 -0.835 0.263 -0.115 0.000
C 0.1126 2.4221 -3.0615 0.265 -0.178 -1.858 0.000
C 1.0224 1.0648 -3.1920 0.300 -2.198 2.977 0.000
C 1.0320 0.0500 -2.1046 0.772 1.765 -2.853 0.000
C 0.2302 0.1256 -0.6785 0.530 -1.872 0.089 0.000
O -1.1688 0.5697 -0.7652 2.190 2.008 1.906 -0.003
C -1.4722 1.4760 0.3908 -0.347 0.842 0.326 0.003
C 1.9974 -1.2815 -2.3436 -2.038 -3.771 1.502 0.001
O 1.5896 -2.4857 -1.9210 2.860 7.432 -2.554 0.000
C 3.4310 -0.9956 -3.1170 -0.573 3.002 -1.802 0.000
S 4.9688 -1.9814 -2.6136 -1.042 0.586 -0.345 0.000
C 3.4293 0.0374 -4.1992 -0.474 -2.826 3.189 0.000
Cl 5.0283 0.4127 -5.0588 -2.909 -0.356 1.116 0.000
C 1.9705 0.7755 -4.5375 -1.063 1.462 -4.403 0.000
O 1.6318 1.1195 -5.7828 2.155 -2.011 7.989 0.000
H 0.9847 6.3354 -0.7758 -0.815 -0.408 -1.856 0.000
H 0.5655 4.9577 -1.9913 -0.487 2.110 0.301 0.000
H 1.0241 6.6693 -2.6540 -1.289 -0.943 1.664 0.000
H -2.3591 6.0351 -0.1509 1.375 -0.796 -1.940 0.000
H -1.2656 4.5969 -0.7796 -0.973 2.057 -0.825 0.000
H -3.7291 4.3438 -1.6412 1.477 1.591 -1.005 0.000
H -3.7729 6.0925 -2.3533 1.698 -1.738 0.591 0.000
H -1.2584 4.8738 -3.6710 -2.531 0.079 0.211 0.000
H -3.0595 5.1687 -4.4260 1.775 -1.314 1.603 0.000
H -3.4074 2.7805 -4.4139 1.966 0.085 1.641 0.000
H -2.9498 2.5471 -2.5997 1.165 0.902 -1.982 0.000
H -0.8846 2.7255 -5.1725 -0.325 -1.001 2.196 0.000
H -1.3740 1.1139 -4.3241 0.469 2.174 0.551 0.000
H -0.2267 2.6868 -1.9713 0.666 -1.044 -2.093 0.000
H 0.7388 3.3341 -3.4654 -1.010 -1.890 0.875 0.000
H 0.8883 0.7247 0.0983 -1.494 -0.770 -1.715 0.000
H 0.1952 -0.9911 -0.2575 0.255 2.276 -1.017 0.000
H -0.5974 2.2331 0.6159 -1.455 -1.511 -0.679 0.000
H -2.4117 2.1581 0.1127 1.947 -1.845 0.522 0.000
H -1.6607 0.8827 1.3898 0.194 0.939 -2.146 0.002
H 5.7135 -1.2857 -1.6470 -1.336 0.048 -0.859 0.000
C -5.0748 -4.6643 1.3720 0.000 -0.252 -0.199 0.016
C -4.7983 -3.1523 1.6221 -0.700 -1.349 1.174 0.015
C -6.0950 -2.3282 1.3882 0.167 0.233 -0.198 0.020
C -6.4643 -2.1709 -0.0846 -0.005 -0.083 0.001 -0.018
C -5.2880 -1.6323 -0.8914 0.006 0.086 0.409 0.021
C -3.9896 -2.4588 -0.7007 0.330 -0.708 -2.030 0.037
N -3.6635 -2.7017 0.7460 0.026 4.918 1.468 0.309
O -3.1669 -1.4968 1.2753 -0.860 -3.395 -1.291 0.632
C -4.1342 -3.8167 -1.4440 -0.191 -0.184 0.145 0.012
C -2.8292 -1.7490 -1.4652 -0.224 0.345 0.771 -0.051
C -4.4524 -3.0822 3.1461 0.414 0.653 -0.387 -0.006
H -5.3186 -5.1989 2.2990 0.025 0.369 -0.099 0.001
H -5.9210 -4.8327 0.7014 0.160 0.033 -0.058 0.001
H -4.1978 -5.1753 0.9601 -0.141 0.184 0.009 -0.011
H -5.9809 -1.3248 1.8210 0.212 -0.168 -0.009 0.002
H -6.9365 -2.7925 1.9198 0.330 -0.097 0.033 0.001
H -6.8060 -3.1258 -0.4988 0.056 0.033 0.027 0.001
H -7.3116 -1.4820 -0.1750 0.071 -0.102 0.018 0.002
H -5.5667 -1.6038 -1.9519 0.299 -0.128 0.088 0.000
H -5.1137 -0.5884 -0.5968 0.188 -0.169 0.051 0.003
H -3.2641 -4.4587 -1.2634 -0.128 0.152 0.045 -0.006
H -4.2008 -3.6637 -2.5280 0.086 0.227 0.266 0.000
H -5.0313 -4.3731 -1.1743 0.080 0.009 0.099 0.002
H -2.6785 -0.7140 -1.1378 -0.146 -0.617 0.033 0.013
H -3.0390 -1.7002 -2.5414 -0.223 -0.262 0.258 0.000
H -1.8836 -2.2892 -1.3406 -0.136 0.050 0.067 0.006
H -3.5409 -3.6478 3.3695 -0.102 0.090 -0.114 -0.001
H -5.2627 -3.5062 3.7511 0.022 -0.054 -0.431 0.000
H -4.3167 -2.0551 3.5037 0.121 -0.168 -0.270 0.000
C 5.3274 -1.9394 4.7169 -0.276 -0.122 0.125 0.013
C 6.0327 -1.1852 3.5512 0.725 -0.690 1.676 0.024
C 6.1120 0.3336 3.8707 -0.115 0.089 -0.336 0.023
C 4.7766 1.0600 3.7323 -0.029 -0.046 0.075 -0.019
C 4.1438 0.7916 2.3713 0.434 -0.040 0.003 0.021
C 4.0227 -0.7194 2.0435 -2.015 -0.115 -0.126 0.037
N 5.3077 -1.4662 2.2652 2.908 2.893 -3.075 0.285
O 6.1738 -1.1404 1.2058 -2.299 -1.328 2.609 0.639
C 2.8940 -1.3422 2.9129 0.071 -0.044 0.213 0.021
C 3.4844 -0.8726 0.5869 0.768 -0.085 0.042 -0.031
C 7.4891 -1.7559 3.5631 -0.171 0.235 -0.827 -0.004
H 6.0458 -2.3530 5.4363 0.017 0.255 -0.293 0.001
H 4.6653 -1.2926 5.2978 -0.052 -0.074 -0.142 0.001
H 4.7476 -2.7956 4.3553 0.074 0.215 -0.019 -0.009
H 6.8354 0.8173 3.1998 -0.070 -0.260 -0.034 0.002
H 6.4966 0.4840 4.8884 -0.017 -0.305 -0.169 0.001
H 4.0935 0.7640 4.5359 0.031 -0.024 -0.059 0.001
H 4.9351 2.1376 3.8521 -0.020 -0.127 0.016 0.002
H 3.1559 1.2670 2.3378 0.010 -0.303 -0.098 0.000
H 4.7468 1.2941 1.6027 -0.008 -0.255 0.000 0.002
H 2.8351 -2.4266 2.7632 0.088 0.187 -0.002 -0.010
H 1.9162 -0.9268 2.6399 0.284 0.025 -0.156 0.000
H 3.0029 -1.1498 3.9797 0.109 -0.063 -0.071 0.002
H 4.1166 -0.3677 -0.1523 0.047 -0.143 0.260 0.004
H 2.4858 -0.4282 0.4877 0.317 -0.141 0.423 0.002
H 3.4020 -1.9284 0.3037 0.078 0.166 0.065 -0.007
H 7.4936 -2.8288 3.3412 -0.075 0.165 -0.012 -0.001
H 7.9550 -1.6185 4.5462 -0.432 0.057 -0.068 0.000
H 8.1479 -1.2530 2.8460 -0.315 -0.135 -0.025 0.000
```
Forces are in eV/Å.